Record 1
Formula: FH3N2OS
Source: the OMol25 dataset
Level of theory: ωB97M-V/def2-TZVPD

Summary:
HOMO energy (spin up / spin down) ... -7.760 / -9.145 eV
F_max ... 4.7 eV/Å
LUMO (spin up / spin down) ... -0.036 / 0.031 hartree
Kohn-Sham gap (spin up / spin down) ... 6.78 / 9.98 eV

Cartesian coordinates (Å):
N 1.63695 0.69060 -0.61521
N 0.61433 0.89263 0.17371
O -0.57944 -1.07681 0.91774
F -0.53011 1.36689 -0.44810
S -1.96365 -1.30004 0.30042
H 1.45510 0.48340 -1.64453
H 2.23456 0.15188 -0.07677
H -2.86775 -1.20855 1.39274

For reference, the Mulliken charges in units of e are: N -0.28; N -0.01; O -0.37; F -0.18; S 0.16; H 0.25; H 0.26; H 0.16


Record 2
Formula: C8H12F12O4PS2
Source: the OMol25 dataset
Level of theory: ωB97M-V/def2-TZVPD

Summary:
HOMO energy ... -5.605 eV
F_max ... 0.3 eV/Å
Total charge ... -1
LUMO ... 0.088 hartree
Kohn-Sham gap ... 7.99 eV

Cartesian coordinates (Å):
O 5.54052 1.91706 -0.24008
C 4.81493 1.93097 -1.46364
C 3.53192 1.10932 -1.40981
C 2.37837 1.79683 -0.66866
P 0.78005 0.95407 -1.06282
C -0.38189 2.08228 -0.13390
C -1.62383 2.56494 -0.89026
C -2.88088 1.72617 -0.77355
F -3.20018 1.55556 0.52417
F -3.89562 2.45683 -1.31690
C -2.89521 0.35153 -1.57521
F -1.97377 0.46051 -2.54725
F -4.08303 0.19662 -2.16125
S -2.55080 -1.26312 -0.60578
F -3.46492 -2.09021 -1.60453
F -1.29870 -1.60277 -1.50582
F -1.60921 -0.45439 0.38318
F -3.82590 -0.93816 0.28470
F -2.30166 -2.54854 0.23051
H 5.79901 1.00677 -0.05833
H 4.57960 2.98234 -1.64409
H 5.44568 1.58728 -2.29292
H 3.23044 0.86281 -2.43401
H 3.74327 0.15737 -0.91169
H 2.51617 1.70523 0.41241
H 2.34716 2.86342 -0.90781
H 0.59131 1.58053 -2.32124
H 0.18844 2.96775 0.15484
H -0.68488 1.59362 0.79374
H -1.95005 3.52175 -0.47331
H -1.40908 2.73024 -1.94605
C -1.37190 -4.46200 3.08314
F -2.25114 -3.44950 2.95093
F -2.02656 -5.47758 3.67692
F -1.05914 -4.87142 1.83760
S 0.12530 -3.94222 4.03539
O -0.43883 -3.54963 5.30883
O 0.64395 -2.86162 3.22326
O 0.92104 -5.15065 4.04929

For reference, the Mulliken charges in units of e are: O -0.51; C -0.65; C -0.47; C -0.77; P 0.04; C -1.02; C -0.90; C 0.92; F -0.26; F -0.35; C 0.44; F -0.23; F -0.30; S 1.45; F -0.32; F -0.29; F -0.29; F -0.30; F -0.29; H 0.33; H 0.32; H 0.29; H 0.39; H 0.31; H 0.31; H 0.45; H -0.06; H 0.50; H 0.54; H 0.42; H 0.29; C 0.59; F -0.22; F -0.26; F -0.23; S 1.11; O -0.67; O -0.63; O -0.67


Record 3
Formula: C38H69FN5O8S
Source: the OMol25 dataset
Level of theory: ωB97M-V/def2-TZVPD

Summary:
⟨S²⟩ ... 3.764
HOMO energy ... -8.280 eV
F_max ... 9.3 eV/Å
Multiplicity ... 4
LUMO ... -0.071 hartree
Kohn-Sham gap ... 6.34 eV

Cartesian coordinates (Å):
O 2.13039 0.29863 -2.51125
C 0.89037 0.79547 -2.55160
O 0.05990 1.00107 -1.32288
N 0.22866 1.14277 -3.86656
C 0.72593 2.44499 -4.45347
C 0.15230 3.78073 -3.62943
C -1.35709 4.22987 -4.08540
N -2.47722 3.67618 -3.22908
C -2.88192 2.28452 -3.66122
C -4.46290 1.90431 -3.29583
C -5.54829 2.93941 -2.63430
C -7.05644 2.32541 -2.30894
C -7.49924 0.76526 -2.58834
C -6.38114 -0.24236 -3.28093
C -4.87915 0.31745 -3.62175
O -3.85264 -0.59492 -4.22714
S 0.24762 -0.17523 -5.01140
O 1.60226 -0.22127 -5.75913
O -0.05505 -1.48894 -4.19053
F -1.12329 0.00367 -6.07927
H -0.65159 0.26731 -1.31066
H 0.36314 2.47390 -5.58061
H 1.90642 2.42936 -4.39280
H 0.30274 3.68883 -2.46139
H 0.87748 4.66663 -3.96776
H -1.54337 3.98440 -5.21553
H -1.40214 5.41351 -3.96776
H -2.05251 3.54941 -2.26232
H -2.63268 2.08842 -4.80487
H -2.23395 1.53167 -2.99970
H -5.21851 4.04382 -2.42449
H -7.83298 3.06456 -1.83082
H -8.56653 0.30593 -2.32951
H -6.61901 -1.36230 -3.53733
H -3.90290 -0.45270 -5.22554
C -9.40001 7.65345 -2.27315
C -8.91811 7.10546 -0.89535
C -9.34376 8.04907 0.26853
C -8.46735 9.27759 0.46396
C -6.99433 8.89038 0.51638
C -6.56217 8.07814 -0.73369
N -7.43387 6.87674 -0.96350
O -7.10197 5.91859 0.01094
C -6.58140 9.02476 -1.96449
C -5.05521 7.69558 -0.59110
C -9.75145 5.79035 -0.70875
H -8.58382 7.81773 -2.98167
H -10.05708 6.94553 -2.79270
H -9.95026 8.59533 -2.17269
H -9.33465 7.48922 1.21444
H -10.38315 8.37697 0.12772
H -8.65074 10.00850 -0.33103
H -8.74074 9.77613 1.40116
H -6.38649 9.79940 0.60721
H -6.81200 8.31233 1.43116
H -6.30198 8.48769 -2.88257
H -5.86085 9.84496 -1.84111
H -7.54661 9.50648 -2.13471
H -4.84430 7.13065 0.32460
H -4.42063 8.59015 -0.54741
H -4.71709 7.09751 -1.44601
H -9.47822 5.03407 -1.45439
H -10.82461 5.99285 -0.82222
H -9.62655 5.34987 0.28648
C 5.82387 -4.11315 -0.91241
C 4.51740 -4.72362 -0.31969
C 4.16146 -6.07452 -1.00860
C 3.47699 -5.95418 -2.36232
C 2.29835 -4.99079 -2.29055
C 2.71658 -3.60087 -1.74066
N 3.42217 -3.69861 -0.41830
O 2.45655 -4.00698 0.55651
C 3.61201 -2.90327 -2.80033
C 1.45407 -2.68509 -1.66992
C 4.91349 -5.08426 1.15403
H 5.68272 -3.11157 -1.32722
H 6.59777 -3.97166 -0.14829
H 6.25362 -4.74322 -1.69874
H 3.49178 -6.65204 -0.35571
H 5.06530 -6.68877 -1.12453
H 4.19451 -5.63682 -3.12672
H 3.11588 -6.93983 -2.67809
H 1.85754 -4.88665 -3.28999
H 1.51665 -5.43322 -1.66015
H 3.95287 -1.91951 -2.44619
H 3.05744 -2.73347 -3.73347
H 4.49204 -3.48412 -3.08463
H 0.65130 -3.11341 -1.05816
H 1.02252 -2.52571 -2.66653
H 1.70435 -1.69846 -1.26149
H 5.12826 -4.18419 1.74254
H 5.81441 -5.71167 1.17012
H 4.13446 -5.65381 1.67250
C 6.93163 -4.05283 7.84219
C 7.70212 -5.31592 7.35043
C 8.64189 -4.97537 6.15583
C 7.96019 -4.87748 4.79892
C 7.08512 -6.09846 4.54209
C 6.05404 -6.32416 5.68010
N 6.70274 -6.39315 7.03305
O 7.36272 -7.63159 7.12492
C 5.00289 -5.18258 5.62319
C 5.22005 -7.60444 5.35925
C 8.64562 -5.66485 8.55327
H 5.84517 -4.16868 7.80581
H 7.13435 -3.82941 8.89661
H 7.19223 -3.15973 7.26387
H 9.42148 -5.74589 6.07335
H 9.17441 -4.03407 6.35094
H 7.37292 -3.95528 4.73167
H 8.72041 -4.80915 4.01214
H 6.56935 -5.97566 3.58138
H 7.72982 -6.97918 4.42849
H 4.25970 -5.28704 6.42702
H 4.45196 -5.20230 4.67281
H 5.43521 -4.18194 5.68997
H 5.84375 -8.49612 5.22495
H 4.65530 -7.48701 4.42537
H 4.49452 -7.81271 6.15494
H 8.07221 -5.97672 9.43449
H 9.24435 -4.79083 8.84166
H 9.36021 -6.45929 8.31175

Results of the Mulliken charge analysis, in e, for atoms 1 through 99: O -0.45; C 0.03; O -0.45; N 0.63; C -0.79; C -0.44; C -0.53; N -0.27; C 0.28; C -0.06; C -0.40; C -0.17; C -0.42; C -0.36; C 0.00; O -0.47; S 1.18; O -0.55; O -0.56; F -0.30; H 0.38; H 0.42; H 0.32; H 0.28; H 0.34; H 0.24; H 0.27; H 0.29; H 0.14; H -0.09; H 0.37; H 0.19; H 0.27; H 0.30; H 0.31; C -1.69; C 1.86; C -1.41; C -0.47; C -1.22; C 1.66; N 0.36; O -0.51; C -1.84; C -1.82; C -1.90; H 0.34; H 0.48; H 0.32; H 0.41; H 0.37; H 0.27; H 0.39; H 0.38; H 0.35; H 0.38; H 0.42; H 0.39; H 0.35; H 0.41; H 0.44; H 0.44; H 0.46; H 0.38; C -1.76; C 2.19; C -1.50; C -0.57; C -1.20; C 1.94; N 0.20; O -0.50; C -1.95; C -1.73; C -2.26; H 0.31; H 0.45; H 0.36; H 0.41; H 0.39; H 0.27; H 0.42; H 0.36; H 0.39; H 0.38; H 0.31; H 0.47; H 0.42; H 0.28; H 0.42; H 0.56; H 0.48; H 0.45; C -1.66; C 1.83; C -1.50; C -0.46; C -0.61; C 1.67


Record 4
Formula: C38H33N11S2V
Source: the OMol25 dataset
Level of theory: ωB97M-V/def2-TZVPD

Summary:
⟨S²⟩ ... 3.788
HOMO energy (spin up / spin down) ... -5.828 / -7.006 eV
F_max ... 3.3 eV/Å
Multiplicity ... 4
LUMO (spin up / spin down) ... 0.016 / -0.003 hartree
Kohn-Sham gap (spin up / spin down) ... 6.27 / 6.93 eV

Cartesian coordinates (Å):
V 0.40051 0.07144 0.73251
N 4.31879 0.74170 2.37173
C 3.30741 0.60628 1.43724
S 3.01109 -0.92570 0.76951
N 2.64412 1.68503 1.11039
N 1.56976 1.47103 0.35154
C 1.32782 2.25677 -0.68433
C 2.08185 3.49286 -0.90419
C 2.61949 3.84363 -2.14206
C 3.34675 5.01134 -2.28250
C 3.54830 5.84774 -1.19771
C 3.01275 5.51091 0.03534
C 2.29178 4.34439 0.18359
C 0.27278 1.74474 -1.50153
C -0.27388 2.38661 -2.61929
C -1.31764 1.79387 -3.29676
C -1.84718 0.60602 -2.79283
C -1.28024 0.04734 -1.66666
N -0.21606 0.55280 -1.04641
H 5.02614 0.02454 2.28528
H 4.68890 1.68077 2.42968
H 2.47733 3.18701 -2.98755
H 3.76688 5.26975 -3.24399
H 4.11072 6.76279 -1.31123
H 3.15692 6.16436 0.88275
H 1.86715 4.08708 1.14236
H 0.11324 3.34815 -2.92032
H -1.74150 2.25975 -4.17301
H -2.68982 0.13024 -3.26798
H -1.70461 -0.84326 -1.21861
C -3.12764 -3.94365 -0.25284
N -2.56198 -3.74453 -1.55588
C -3.21803 -3.87172 -2.75286
C -2.40151 -3.43651 -3.72934
N -1.22128 -3.00066 -3.14103
C -1.31007 -3.23070 -1.77482
S -0.14814 -3.08411 -0.61687
C -0.24799 -2.23835 -3.78536
C -0.22194 -2.14299 -5.18206
C 0.71422 -1.30856 -5.76023
C 1.59925 -0.61681 -4.94537
C 1.50570 -0.80191 -3.57425
N 0.60204 -1.57867 -3.01109
H -3.99229 -4.59805 -0.33193
H -3.43442 -2.98769 0.18346
H -2.38001 -4.38407 0.40512
H -4.21056 -4.27184 -2.81570
H -2.57263 -3.38990 -4.78431
H -0.90421 -2.70355 -5.79846
H 0.75050 -1.20250 -6.83620
H 2.34373 0.03804 -5.36642
H 2.17267 -0.30215 -2.88372
N 1.78976 0.35052 4.63909
C 1.25906 1.59829 4.45607
C 0.59871 1.56058 3.26791
N 0.71058 0.32068 2.71938
C 1.43023 -0.40321 3.56039
C 1.71635 -1.78935 3.34072
N 0.98916 -2.55004 2.54876
C 1.56821 -3.76756 2.55150
C 2.66397 -3.76286 3.36761
N 2.74418 -2.50012 3.88567
H 2.33589 0.05343 5.43018
H 1.39547 2.38456 5.17030
H 0.05078 2.34057 2.77154
H 1.15250 -4.56379 1.96940
H 3.37407 -4.52354 3.61495
H 3.48986 -2.13437 4.45346
C -4.04544 -1.88396 3.19276
C -2.77537 -2.31425 2.77895
C -1.93849 -1.46302 2.10784
C -2.31658 -0.12932 1.83310
C -1.42269 0.77285 1.19195
C -1.87408 2.05361 0.96496
C -3.16387 2.47417 1.33211
C -4.02328 1.61313 1.95477
C -3.61563 0.29318 2.23289
C -4.45877 -0.61271 2.91019
H -4.68719 -2.56586 3.73469
H -2.45460 -3.32291 3.00146
H -0.95784 -1.80866 1.78990
H -1.22930 2.78377 0.47663
H -3.47311 3.49061 1.12074
H -5.01568 1.92306 2.25166
H -5.44183 -0.27656 3.21364

For reference, the Mulliken charges in units of e are: V -1.09; N -0.39; C 0.04; S -0.46; N -1.57; N 1.96; C 0.81; C -0.23; C -0.11; C -0.88; C -0.48; C -0.79; C -0.30; C -0.86; C -0.39; C -1.52; C -0.78; C -0.93; N 2.07; H 0.30; H 0.27; H 0.60; H 0.41; H 0.38; H 0.42; H 0.31; H 0.74; H 0.45; H 0.54; H 0.57; C -0.89; N 0.20; C -0.73; C -0.28; N 0.56; C -0.39; S -0.12; C 0.82; C -0.96; C -0.57; C -0.85; C -0.32; N 0.21; H 0.34; H 0.33; H 0.33; H 0.44; H 0.35; H 0.38; H 0.41; H 0.45; H 0.47; N 0.03; C -1.13; C -0.31; N 1.06; C 0.00; C -0.44; N 0.32; C -0.48; C -0.87; N -0.07; H 0.17; H 0.44; H 0.38; H 0.48; H 0.44; H 0.22; C -0.86; C -1.08; C -0.26; C 1.13; C 0.95; C 0.06; C -1.16; C -1.11; C 1.05; C -0.89; H 0.38; H 0.54; H 0.17; H 0.35; H 0.43; H 0.38; H 0.43


Record 5
Formula: C2H4I2O
Source: the OMol25 dataset
Level of theory: ωB97M-V/def2-TZVPD

Summary:
HOMO energy ... -9.741 eV
F_max ... 2.4 eV/Å
SMILES string ... CC(=O)I.I
LUMO ... 0.019 hartree
Kohn-Sham gap ... 10.27 eV

Cartesian coordinates (Å):
C 1.33781 -0.06030 -0.36118
C 0.38769 -0.66248 0.64427
O -0.12246 -0.17841 1.57624
I -0.12065 -2.65425 0.03115
H 2.27018 -0.58222 -0.14429
H 1.00120 -0.05652 -1.34526
H 1.57541 0.96220 -0.32338
I -3.13819 0.84051 -0.00657
H -3.19101 2.39147 -0.07097

For reference, the Mulliken charges in units of e are: C -1.08; C 0.43; O -0.39; I -0.01; H 0.34; H 0.37; H 0.35; I -0.09; H 0.08


Record 6
Formula: C27H54O15
Source: the OMol25 dataset
Level of theory: ωB97M-V/def2-TZVPD

Summary:
HOMO energy ... -9.331 eV
F_max ... 3.8 eV/Å
SMILES string ... COC(=O)OC.COC(=O)OC.COC(=O)OC.CC(C)=O.CC(C)=O.CC(C)=O.CC(C)=O.CC(C)=O.CC(C)=O
LUMO ... 0.007 hartree
Kohn-Sham gap ... 9.51 eV

Cartesian coordinates (Å):
C 3.75986 -2.63226 5.04517
O 4.80769 -2.44522 4.09638
C 5.11043 -1.28351 3.49549
O 4.53729 -0.18757 3.68619
O 6.13055 -1.52574 2.63139
C 6.82984 -0.42812 2.18237
H 3.03919 -3.32302 4.60745
H 3.23706 -1.68333 5.16481
H 4.25518 -2.96344 5.95790
H 6.21938 0.18991 1.52399
H 7.65742 -0.74634 1.54839
H 7.12836 0.20203 3.02016
C 2.45497 0.18734 -1.57026
O 1.22467 -0.37296 -1.22686
C 1.16344 -1.51289 -0.54668
O 2.18377 -2.14404 -0.27112
O -0.08470 -1.76267 -0.22972
C -0.37690 -2.97989 0.50876
H 2.49654 0.69826 -2.53220
H 3.31312 -0.48282 -1.62066
H 2.49969 0.85431 -0.70929
H 0.15726 -3.84857 0.12381
H -1.44670 -3.09802 0.68108
H -0.00462 -2.72627 1.50132
C 0.34719 10.91285 -2.49933
O 1.27517 10.24747 -1.65531
C 0.97180 8.94916 -1.35416
O -0.11045 8.35611 -1.48102
O 1.98405 8.39803 -0.78878
C 1.98435 7.09541 -0.22190
H 0.66041 10.95704 -3.54243
H 0.42092 11.92165 -2.09315
H -0.64647 10.46516 -2.48143
H 1.50214 6.85777 0.72632
H 3.00172 6.93739 0.13597
H 1.65068 6.30267 -0.89147
C 8.52304 4.62625 -4.86891
C 7.32726 3.88551 -4.28608
C 6.88953 4.21059 -2.89360
O 6.86896 2.85600 -4.80788
H 8.26170 5.68407 -4.89798
H 8.84669 4.25755 -5.84226
H 9.41288 4.48285 -4.25595
H 6.61300 5.26266 -2.82461
H 7.63495 3.97999 -2.13249
H 6.02338 3.58697 -2.67227
C -1.50871 -10.21061 -1.25695
C -2.51145 -9.07968 -0.90219
C -3.63636 -8.74522 -1.83173
O -2.42656 -8.48362 0.11410
H -2.02163 -11.12602 -1.55195
H -0.87095 -10.40734 -0.39517
H -0.92506 -9.92769 -2.13296
H -4.56202 -9.29222 -1.65273
H -3.39504 -9.12352 -2.82508
H -3.69713 -7.65711 -1.81126
C -3.83463 4.30413 -4.40000
C -2.71532 3.42627 -4.03151
C -2.22907 3.34516 -2.59528
O -2.31062 2.69667 -4.94450
H -4.66219 4.11577 -3.71607
H -4.17770 3.94148 -5.36896
H -3.39135 5.29913 -4.36011
H -1.18155 3.63248 -2.50450
H -2.42736 2.36034 -2.17233
H -2.73656 4.14658 -2.05836
C -4.67291 -1.21870 -6.17250
C -4.77206 -2.29583 -5.07023
C -4.24822 -1.93218 -3.65744
O -5.17930 -3.39780 -5.24994
H -5.24991 -1.65162 -6.98966
H -3.66031 -1.26208 -6.57357
H -5.14530 -0.30539 -5.81085
H -4.96363 -1.40502 -3.02625
H -3.32342 -1.36440 -3.75979
H -3.81496 -2.79981 -3.15985
C -4.65672 -5.75628 8.11900
C -3.44763 -4.99420 7.55588
C -2.82911 -5.37350 6.17816
O -2.96309 -4.04011 8.17705
H -4.41685 -6.79367 8.35222
H -5.57521 -5.70090 7.53470
H -4.89764 -5.30037 9.07932
H -2.20475 -6.26210 6.27114
H -2.28841 -4.51046 5.78972
H -3.70558 -5.57593 5.56259
C -3.83492 1.59338 5.24881
C -3.16100 0.73552 4.26828
C -1.71540 1.17800 4.01630
O -3.56250 -0.36711 3.81828
H -4.44310 1.04794 5.97042
H -4.50487 2.30648 4.76844
H -3.29571 2.30758 5.87111
H -1.19210 1.33576 4.95936
H -1.56431 2.03434 3.35905
H -1.22550 0.33517 3.52870

For reference, the Mulliken charges in units of e are: C -0.61; O -0.31; C 0.81; O -0.60; O -0.27; C -0.61; H 0.24; H 0.33; H 0.23; H 0.26; H 0.24; H 0.29; C -0.67; O -0.30; C 0.86; O -0.62; O -0.28; C -0.68; H 0.24; H 0.30; H 0.30; H 0.30; H 0.26; H 0.29; C -0.60; O -0.30; C 0.84; O -0.61; O -0.31; C -0.69; H 0.26; H 0.21; H 0.33; H 0.31; H 0.28; H 0.29; C -1.05; C 0.80; C -0.94; O -0.56; H 0.32; H 0.30; H 0.29; H 0.32; H 0.28; H 0.24; C -1.05; C 0.70; C -0.92; O -0.52; H 0.33; H 0.30; H 0.29; H 0.28; H 0.30; H 0.28; C -1.00; C 0.70; C -0.88; O -0.59; H 0.33; H 0.30; H 0.29; H 0.28; H 0.27; H 0.30; C -1.02; C 0.69; C -0.97; O -0.53; H 0.33; H 0.30; H 0.32; H 0.28; H 0.29; H 0.30; C -1.04; C 0.75; C -0.91; O -0.56; H 0.30; H 0.31; H 0.31; H 0.28; H 0.26; H 0.30; C -1.09; C 0.81; C -0.95; O -0.59; H 0.32; H 0.30; H 0.33; H 0.32; H 0.30; H 0.24